# 1
47
Properties=species:S:1:pos:R:3 method="wB97M-V/def2-TZVPD" lumo_ev=-0.8 max_force_ha_per_bohr=0.060 homo_energy_ev=-8.6 orbital_gap_ev=7.800 energy_ha=-1113.52990 de_lowest_kcal_mol=70.5
C -0.682 -3.709 -2.970
C 0.240 -2.512 -2.692
C -0.347 -1.466 -1.755
C -1.551 -0.782 -2.421
C 0.678 -0.533 -1.235
O 1.322 0.212 -2.284
C 0.042 0.393 -0.142
O -0.424 1.426 -0.544
O 0.241 0.067 1.155
C -0.558 0.798 2.095
C 0.122 0.761 3.424
C 1.380 1.300 3.626
C 2.004 2.164 2.644
C 3.283 2.655 2.806
C 3.879 3.594 1.887
C 5.097 4.182 2.142
C 5.764 5.162 1.271
O 6.808 5.653 1.713
O 5.278 5.513 0.075
C -1.984 0.139 2.174
C -3.040 0.998 2.890
C -2.071 -1.399 2.343
O -2.491 -0.766 1.188
H -0.901 -4.244 -2.018
H -0.243 -4.392 -3.664
H -1.619 -3.360 -3.479
H 0.467 -2.010 -3.653
H 1.181 -2.878 -2.266
H -0.779 -1.954 -0.887
H -2.402 -1.464 -2.549
H -1.886 0.057 -1.836
H -1.272 -0.379 -3.401
H 1.436 -1.155 -0.692
H 0.862 1.069 -2.331
H -0.702 1.855 1.864
H -0.326 0.237 4.244
H 1.868 1.154 4.607
H 1.417 2.398 1.725
H 3.843 2.368 3.701
H 3.338 3.890 0.986
H 5.651 3.895 3.028
H 5.848 6.241 -0.273
H -4.023 0.794 2.455
H -3.032 0.766 3.999
H -2.822 2.048 2.748
H -1.161 -2.022 2.276
H -2.860 -1.891 2.895

=====

# 2
51
Properties=species:S:1:pos:R:3 method="wB97M-V/def2-TZVPD" lumo_ev=0.3 max_force_ha_per_bohr=0.009 homo_energy_ev=-8.3 orbital_gap_ev=8.530 energy_ha=-2427.58169 de_lowest_kcal_mol=0.0
Pt -0.816 -0.894 0.303
C -3.912 1.131 0.917
C -3.063 1.063 2.187
S -1.418 0.263 2.150
C -0.312 1.707 2.031
C -0.533 2.682 0.885
S -0.383 1.947 -0.771
C -1.660 2.861 -1.680
C -3.107 2.407 -1.527
S -3.906 2.743 0.073
H -4.948 0.945 1.200
H -3.633 0.369 0.198
H -3.593 0.498 2.954
H -2.886 2.060 2.592
H 0.679 1.255 2.007
H -0.406 2.241 2.979
H 0.207 3.477 0.991
H -1.524 3.125 0.957
H -1.374 2.742 -2.727
H -1.554 3.922 -1.446
H -3.223 1.348 -1.749
H -3.702 2.952 -2.263
C -1.369 -3.425 -2.648
C -0.971 -1.973 -2.441
C -0.246 -1.385 -3.634
O -0.065 -1.951 -1.292
C -2.246 -1.169 -2.120
O -3.025 -0.922 -3.018
O -2.448 -0.838 -0.873
H -0.500 -4.010 -2.951
H -2.135 -3.484 -3.419
H -1.766 -3.840 -1.722
H 0.653 -1.964 -3.850
H 0.035 -0.346 -3.445
H -0.904 -1.406 -4.499
H 0.743 -1.407 -1.437
O 4.627 -0.376 -0.389
C 4.489 -0.631 0.921
C 5.643 -0.643 1.707
C 5.560 -0.898 3.059
C 4.329 -1.148 3.666
C 3.186 -1.136 2.896
C 3.243 -0.879 1.522
C 2.005 -0.865 0.709
O 2.053 -0.647 -0.521
O 0.905 -1.057 1.355
H 3.726 -0.411 -0.780
H 6.592 -0.449 1.225
H 6.465 -0.905 3.653
H 4.272 -1.351 4.727
H 2.219 -1.330 3.337

=====

# 3
61
Properties=species:S:1:pos:R:3 method="wB97M-V/def2-TZVPD" lumo_ev=1.8 max_force_ha_per_bohr=0.086 homo_energy_ev=-5.5 charge=-1 orbital_gap_ev=7.345 energy_ha=-2085.13987 de_lowest_kcal_mol=0.0
Be -0.073 -0.814 -1.719
C 2.575 -0.224 -3.149
O 2.692 0.004 -1.745
O 1.501 -1.006 -3.347
C 2.722 1.101 -3.914
F 3.725 1.870 -3.410
F 2.979 0.953 -5.216
F 1.625 1.868 -3.781
C 3.635 -0.564 -0.877
C 3.692 0.227 0.450
H 3.816 1.296 0.286
H 2.701 0.115 0.901
H 4.378 -0.185 1.190
H 4.622 -0.357 -1.308
H 3.456 -1.606 -0.607
H 3.554 -0.695 -3.358
N -2.159 1.896 -2.886
O -1.171 1.191 -2.608
O -2.931 1.491 -3.780
O -2.405 2.985 -2.335
O -0.146 -3.289 -1.408
C 0.580 -4.478 -1.210
O 1.661 -4.563 -0.611
O 0.066 -5.449 -1.829
H -0.669 -3.914 -1.994
O 0.238 1.435 -0.110
C 0.307 2.526 0.353
O 1.314 2.894 1.180
C 1.171 4.145 1.797
C -0.191 4.644 1.299
C -0.585 3.757 0.107
H 1.929 4.865 1.478
H 1.224 4.140 2.886
H -0.098 5.677 0.952
H -0.875 4.753 2.142
H -0.139 4.102 -0.828
H -1.644 3.573 -0.020
O 0.783 -1.380 0.366
C 0.783 -2.132 1.300
O -0.391 -2.655 1.702
C -0.225 -3.471 2.849
C 1.202 -3.269 3.336
C 1.932 -2.752 2.097
H -0.240 -4.547 2.651
H -1.012 -3.243 3.564
H 1.734 -4.104 3.783
H 1.223 -2.450 4.063
H 2.367 -3.587 1.546
H 2.700 -2.000 2.267
O -2.021 -0.312 -0.131
C -3.125 -0.191 0.306
O -3.714 -1.104 1.102
C -5.088 -0.850 1.333
C -5.426 0.390 0.507
C -4.078 0.983 0.152
H -5.171 -0.475 2.360
H -5.673 -1.757 1.217
H -6.046 1.173 0.936
H -5.905 0.041 -0.412
H -3.675 1.713 0.869
H -4.011 1.616 -0.733